No. 1
Computed, not measured: a structure of composition C21H36NO11P2S2SeZr, with ωB97M-V/def2-TZVPD.

E, eV: -153261.6658
Spin multiplicity: 2
F_max, eV/Å: 0.71
LUMO (spin up / spin down), eV: 4.32 / 4.30
Energy above the lowest of the compared OMol25 structures with the same formula, charge and spin, kcal/mol: 0.0
Charge: -2

Positions of all 75 atoms, in Å:
Zr 0.7457 0.8982 -0.1056
O 4.1654 2.6006 0.7130
C 3.6451 1.5742 0.3338
O 2.7096 1.4604 -0.5639
C 4.1112 0.2191 0.8990
C 3.7107 -0.9480 -0.0113
C 4.4916 -2.2137 0.3695
C 3.7764 -2.6341 1.6792
C 2.7430 -1.5121 1.8237
O 2.3854 -1.2495 0.4625
C 3.4275 -0.1905 2.2428
C 2.2926 0.6835 2.7839
O 2.1725 0.8159 3.9954
O 1.4687 1.1109 1.8990
H 5.1913 0.2852 1.0352
H 3.6579 -0.7143 -1.0691
H 4.3884 -2.9743 -0.4046
H 5.5533 -2.0051 0.5084
H 3.2743 -3.5956 1.5643
H 4.4408 -2.6921 2.5420
H 1.8458 -1.7555 2.3865
H 4.1487 -0.3419 3.0427
C 1.6536 -0.6463 -5.4371
C 0.4765 0.3100 -5.3703
O 0.5623 1.1593 -4.2413
P -0.3867 0.9792 -2.9113
S -2.2296 0.5786 -3.4931
S 0.6961 -0.7638 -2.0084
O -0.1892 2.5174 -2.3847
C -0.5494 3.6592 -3.2013
C -1.6996 4.3992 -2.5483
H 1.5763 -1.2689 -6.3338
H 1.6736 -1.2872 -4.5567
H 2.5947 -0.0932 -5.4762
H -0.4740 -0.2274 -5.3558
H 0.4758 0.9639 -6.2483
H -0.8397 3.2978 -4.1898
H 0.3430 4.2763 -3.2832
H -2.4557 3.6767 -2.2385
H -2.1532 5.0933 -3.2638
H -1.3661 4.9564 -1.6756
C -1.6363 1.7494 3.2198
C -2.3190 0.3989 3.3715
C -3.6585 0.5484 4.0786
C -1.4194 -0.5884 4.1030
O -2.6819 -0.1788 2.0818
P -1.7326 -0.2176 0.8041
O -1.4687 1.1399 0.1916
O -0.3607 -0.7781 1.1287
O -2.5879 -1.0600 -0.1991
C -2.8006 -2.4876 -0.2792
C -4.1066 -2.7892 0.4442
C -2.9036 -2.7573 -1.7717
C -1.6414 -3.2694 0.3244
H -1.5336 2.2025 4.2083
H -2.2187 2.4147 2.5816
H -0.6318 1.6477 2.8100
H -3.5064 0.9351 5.0884
H -4.1638 -0.4180 4.1430
H -4.2961 1.2424 3.5286
H -1.1732 -0.2034 5.0946
H -0.4907 -0.7219 3.5497
H -1.9235 -1.5527 4.2095
H -4.9182 -2.2052 0.0073
H -4.0214 -2.5295 1.5009
H -4.3487 -3.8513 0.3560
H -3.7141 -2.1710 -2.2054
H -3.0807 -3.8204 -1.9546
H -1.9775 -2.4454 -2.2571
H -1.5403 -3.0717 1.3929
H -0.7054 -2.9950 -0.1630
H -1.8292 -4.3371 0.1829
Se 0.4578 3.7343 0.7049
C 1.2196 4.6894 -0.6679
N 1.6588 5.3443 -1.5171

Mulliken population analysis, charges in e, atoms 1 to 6: 0.09, -0.74, -0.24, -0.61, -0.04, 0.02


No. 2
Computed, not measured: a structure of composition C21H37Br10INO6P in a non-equilibrium geometry, with ωB97M-V/def2-TZVPD.

E, eV: -753965.9961
F_max, eV/Å: 5.76
LUMO, eV: 0.15
Charge: 0

Positions of all 77 atoms, in Å:
C -3.5839 1.1746 -3.1393
C -3.7734 0.7506 -1.7083
O -4.7401 1.0956 -1.1355
N -2.7506 -0.0477 -1.0580
C -2.4695 0.5672 0.2665
C -1.1972 -0.0104 0.8867
C -0.4601 0.9538 1.8571
C 1.0781 0.8893 1.6905
C 1.7180 2.0645 1.0022
I 3.8902 1.8137 1.3484
O 1.4353 3.3989 1.4393
C 2.1441 4.1890 0.5445
O 2.4439 5.2632 0.7079
O 2.4434 3.4598 -0.6012
C 1.5383 2.3156 -0.5064
C 1.8317 1.1507 -1.4165
C 2.0430 1.5525 -2.8686
O 1.7750 0.8104 -3.7311
P -0.0732 3.1412 -1.0576
O -0.8769 2.1972 -1.8459
H -3.0435 0.4361 -3.7125
H -3.1263 2.1534 -3.2141
H -4.5810 1.2393 -3.5653
H -3.2141 -0.9358 -0.8654
H -3.2873 0.2963 0.9337
H -2.4613 1.6509 0.2256
H -0.5071 -0.3538 0.1219
H -1.5143 -0.8531 1.4973
H -0.8242 1.9744 1.7225
H -0.6749 0.6962 2.8864
H 1.5152 0.8212 2.6819
H 1.3954 -0.0099 1.1699
H 1.0497 0.4061 -1.3533
H 2.7577 0.6523 -1.1186
H 2.4779 2.5375 -3.1238
H -0.7536 3.6843 0.0556
H 0.3741 4.2374 -1.8322
Br -4.1171 -3.3506 -1.9017
C -2.3279 -3.9633 -2.3735
C -1.4343 -2.8112 -2.7451
Br -1.8235 -2.1377 -4.5280
H -2.4431 -4.6891 -3.1728
H -1.9529 -4.4657 -1.4842
H -0.3951 -3.1325 -2.7829
H -1.5256 -1.9641 -2.0685
Br 1.9292 -0.0673 5.7683
C 3.0132 1.4614 6.2988
C 2.2105 2.7347 6.2895
Br 1.9295 3.3701 4.4745
H 3.8629 1.4934 5.6236
H 3.3590 1.2331 7.3051
H 2.7512 3.5318 6.7962
H 1.2303 2.6214 6.7418
Br -3.9890 -7.1277 -5.0492
C -3.4351 -5.5238 -6.0046
C -2.2487 -5.7875 -6.8926
Br -0.5979 -5.9149 -5.8685
H -3.2394 -4.7626 -5.2562
H -4.2985 -5.2308 -6.5982
H -2.0979 -4.9553 -7.5773
H -2.3368 -6.7091 -7.4591
Br 6.9974 0.9577 2.3886
C 8.5740 0.5577 1.3201
C 8.3923 0.9977 -0.1080
Br 7.2374 -0.2230 -1.0897
H 8.7576 -0.5077 1.4163
H 9.3871 1.1081 1.7894
H 9.3435 0.9812 -0.6360
H 7.9500 1.9856 -0.1921
Br -3.5265 1.2732 3.8209
C -4.9640 -0.0175 4.0419
C -4.4765 -1.2695 4.7188
Br -3.4596 -2.3907 3.4935
H -5.3752 -0.2028 3.0540
H -5.7101 0.4843 4.6546
H -5.3166 -1.8825 5.0392
H -3.8327 -1.0672 5.5689

Mulliken population analysis, charges in e, atoms 1 to 6: -0.86, 0.52, -0.54, 0.25, -1.18, -0.42


No. 3
Computed, not measured: a cluster of 7 separate species, C21H37Cl12N2O in total, with ωB97M-V/def2-TZVPD.

E, eV: -177674.9262
F_max, eV/Å: 0.97
LUMO, eV: 1.97
Charge: -1

Positions of all 73 atoms, in Å:
C 2.2546 -2.1767 0.1998
O 1.5438 -2.0018 -1.0045
C 0.9758 -0.7015 -1.1463
C -0.0740 -0.3361 -0.0970
C -1.3013 0.3171 -0.7663
N -2.0061 -0.5649 -1.6490
C -2.5867 -1.6325 -1.0621
C -3.6373 -1.5722 -0.0949
C -4.2114 -2.7197 0.4053
N -3.8534 -3.9689 0.0812
C -2.8662 -4.0463 -0.8210
C -2.2377 -2.9680 -1.4027
H 3.1217 -2.8002 -0.0220
H 1.6416 -2.6861 0.9532
H 2.5947 -1.2209 0.6168
H 1.8008 0.0302 -1.1196
H 0.5041 -0.6939 -2.1291
H -0.3681 -1.2181 0.4774
H 0.3530 0.3999 0.5982
H -1.9215 0.7619 0.0332
H -0.9237 1.1606 -1.3670
H -4.0239 -0.6152 0.2448
H -5.0312 -2.6314 1.1169
H -2.5471 -5.0517 -1.0912
H -1.4532 -3.1263 -2.1344
Cl 5.4517 -3.8633 0.3507
C 6.7128 -2.7870 1.0077
C 6.5191 -2.4914 2.4713
Cl 5.0709 -1.5051 2.7855
H 6.6669 -1.8763 0.4200
H 7.6723 -3.2810 0.8643
H 7.3765 -1.9277 2.8366
H 6.4249 -3.4074 3.0502
Cl -1.7183 3.7126 0.5661
C -2.8045 4.0082 1.9441
C -2.9187 2.7884 2.8217
Cl -3.8077 1.4905 1.9843
H -3.7785 4.2883 1.5512
H -2.3930 4.8489 2.5013
H -3.4786 3.0321 3.7239
H -1.9406 2.4045 3.1009
Cl -0.4783 5.8871 -1.9418
C -1.6418 4.7495 -2.6764
C -2.0833 5.1794 -4.0488
Cl -3.0920 6.6555 -4.0106
H -2.4795 4.6601 -1.9914
H -1.1463 3.7819 -2.7403
H -2.6900 4.3922 -4.4921
H -1.2334 5.3829 -4.6948
Cl -6.4538 5.1122 1.7836
C -7.4032 4.7072 0.3270
C -6.7244 3.6829 -0.5456
Cl -5.2564 4.3211 -1.3250
H -7.5772 5.6330 -0.2152
H -8.3563 4.3117 0.6738
H -7.4048 3.3862 -1.3420
H -6.4364 2.7998 0.0204
Cl 6.8802 0.6203 0.1858
C 5.6646 0.8012 -1.1153
C 5.2311 2.2337 -1.2866
Cl 4.2973 2.8240 0.1088
H 4.8227 0.1595 -0.8641
H 6.1232 0.4414 -2.0344
H 4.5869 2.3087 -2.1610
H 6.0867 2.8918 -1.4157
Cl 4.0489 -7.6323 3.1211
C 2.8764 -7.2847 1.8157
C 2.5870 -5.8127 1.6808
Cl 1.6782 -5.1786 3.0745
H 1.9725 -7.8483 2.0298
H 3.3177 -7.6543 0.8918
H 1.9764 -5.6449 0.7945
H 3.5047 -5.2387 1.5938

Mulliken population analysis, charges in e, atoms 1 to 6: -0.19, -0.45, -0.74, -0.42, 0.25, -0.83


No. 4
Computed, not measured: a structure of composition C21H37Cl2N2O4Y in a non-equilibrium geometry, with ωB97M-V/def2-TZVPD.

E, eV: -59641.8521
F_max, eV/Å: 1.52
LUMO, eV: 0.25
Charge: 0

Positions of all 67 atoms, in Å:
O -1.3160 -0.8848 -0.0080
C -1.7344 -2.0618 -0.5762
C -2.0300 -3.1140 0.4965
C -1.5599 -3.0179 1.8103
H -0.9219 -2.1795 2.1136
C -1.8464 -4.0399 2.7178
H -1.4853 -3.9603 3.7446
C -2.5794 -5.1657 2.3236
H -2.7916 -5.9678 3.0340
C -3.0441 -5.2556 1.0049
H -3.6058 -6.1308 0.6732
C -2.7862 -4.2255 0.1060
H -3.1154 -4.2795 -0.9346
H -2.6856 -1.9573 -1.1362
C -0.5926 -1.5946 -2.8281
C -0.6980 -2.4809 -1.6236
H -0.1370 -2.1313 -3.6650
H 0.0260 -0.7038 -2.6244
H -1.5909 -1.2521 -3.1182
C 0.1933 -3.4327 -1.3059
C 1.3418 -3.8732 -2.1470
H 0.1316 -3.9166 -0.3310
H 1.2059 -4.9263 -2.4344
H 2.2557 -3.7938 -1.5429
H 1.4982 -3.2758 -3.0555
Y 0.6849 -0.0316 0.1855
Cl 1.4174 -0.9463 2.5139
Cl 2.5306 -1.1490 -1.4152
C 3.4096 1.1224 0.3706
O 2.2725 1.6277 0.1440
N 4.5342 1.7847 0.3153
C 4.5060 3.2110 -0.0254
C 5.7704 1.1469 0.7674
H 3.4934 0.0446 0.5981
H 3.4693 3.4799 -0.2573
H 5.1455 3.4131 -0.8882
H 4.8808 3.8016 0.8153
H 5.5154 0.1346 1.1126
H 6.2017 1.7277 1.5890
H 6.4894 1.0764 -0.0558
H -0.4897 3.8160 -3.7437
H -3.0062 4.1196 -2.7988
C -0.8067 2.7671 -3.7940
C -3.0669 3.0245 -2.7496
N -1.7264 2.4480 -2.6996
H 0.0634 2.1085 -3.7567
C -1.3060 1.7981 -1.6174
O -0.1173 1.4557 -1.4182
H -3.6081 2.7200 -1.8453
H -2.0999 1.5406 -0.8838
H -1.3251 2.6376 -4.7478
H -3.6087 2.6708 -3.6348
C 0.5777 3.8490 1.8211
C 0.3060 2.5053 2.4552
O -0.5688 1.6680 1.6221
C -1.9375 1.4848 2.1352
C -1.9702 0.6454 3.3919
H 1.0205 3.7231 0.8359
H 1.2751 4.3961 2.4547
H -0.3313 4.4476 1.7520
H 1.2268 1.9142 2.5645
H -0.1451 2.6249 3.4527
H -2.3637 2.4840 2.3158
H -2.4779 1.0137 1.3038
H -1.5036 1.1673 4.2311
H -3.0070 0.4507 3.6643
H -1.4561 -0.3032 3.2264

Mulliken population analysis, charges in e, atoms 1 to 6: -0.21, 0.61, -0.57, 0.72, -0.14, -0.83


No. 5
Computed, not measured: a cluster of 2 separate species, C21H37N2O3 in total in a non-equilibrium geometry, with ωB97M-V/def2-TZVPD.

E, eV: -31481.1168
F_max, eV/Å: 8.56
LUMO, eV: -2.25
Energy above the lowest of the compared OMol25 structures with the same formula, charge and spin, kcal/mol: 278.2
Charge: +1

Positions of all 63 atoms, in Å:
C 4.7692 0.0889 3.8750
C 3.7881 -1.2571 4.0172
O 2.4230 -0.7784 3.6932
C 4.2940 -2.5160 3.0749
N 3.9321 -3.8079 3.8275
C 3.3299 -4.8381 2.8991
O 4.1697 -5.4190 2.0076
O 1.9167 -5.2390 2.8228
C 1.2420 -5.1774 4.1284
C 0.3361 -3.8291 4.3704
C -0.9784 -3.7038 3.3799
C -0.7282 -2.7433 2.0588
C 0.7277 -2.3555 1.4145
C 0.9637 -1.3524 0.1160
C -0.3470 -0.6736 -0.6040
C -1.8312 -1.0770 -0.0155
C -2.0613 -2.0895 1.2890
H 4.4603 0.8398 4.7317
H 5.9096 -0.1749 3.8647
H 4.4265 0.6066 2.8602
H 3.7909 -1.6232 5.1288
H 1.9617 -0.5931 4.5861
H 5.4801 -2.4426 2.9628
H 3.8680 -2.5023 1.9831
H 4.8171 -4.2164 4.2392
H 2.0331 -5.2134 5.0044
H 0.5234 -6.1061 4.3143
H -0.0631 -3.8994 5.4915
H 1.0511 -2.9027 4.3440
H -1.4483 -4.7566 3.1190
H -1.8109 -3.1428 4.0249
H 1.6899 -2.8066 1.9050
H 2.0417 -1.0828 -0.2914
H -0.2322 0.0790 -1.5206
H -2.7605 -0.5875 -0.5461
H -3.1673 -2.3038 1.6179
C -2.2165 5.3878 -5.6445
C -2.8929 4.0467 -5.3753
C -3.3850 3.8823 -3.9404
N -2.3698 3.3186 -2.9026
C -2.5377 4.1262 -1.6149
C -2.6520 1.8340 -2.6063
C -1.8993 1.1030 -3.6946
C -0.6151 1.8903 -3.8508
C -0.8876 3.2889 -3.3091
H -1.5179 5.6860 -4.8594
H -1.6670 5.3462 -6.5909
H -2.9629 6.1833 -5.7260
H -2.2486 3.2190 -5.6869
H -3.7668 4.0030 -6.0377
H -4.2491 3.2069 -3.9290
H -3.7442 4.8483 -3.5653
H -3.5769 4.0295 -1.2866
H -2.2900 5.1694 -1.8344
H -1.8622 3.7286 -0.8522
H -2.2309 1.6039 -1.6185
H -3.7312 1.6476 -2.5945
H -2.4695 1.1093 -4.6262
H -1.7095 0.0559 -3.4315
H -0.2914 1.9186 -4.8963
H 0.1985 1.4265 -3.2802
H -0.6543 4.0819 -4.0130
H -0.2871 3.4555 -2.4069

Mulliken population analysis, charges in e, atoms 1 to 6: -1.07, 0.01, -0.51, -0.21, -0.20, 0.34


No. 6
Computed, not measured: the molecule C21H37N5O2S2, with ωB97M-V/def2-TZVPD.

SMILES: CCN(CC)CCNC(=O)CNC(=S)N(CCCN1CCOCC1)Cc1cccs1
E, eV: -55594.0159
F_max, eV/Å: 0.96
LUMO, eV: 0.54
Energy above the lowest of the compared OMol25 structures with the same formula, charge and spin, kcal/mol: 0.1
Charge: 0

Positions of all 67 atoms, in Å:
C -4.5748 -4.2091 0.4975
H -5.4424 -3.7680 0.0140
H -4.8791 -5.1463 0.9573
C -4.0178 -3.2729 1.5775
N -3.6491 -1.9327 1.1767
C -2.4061 -1.7885 0.4619
C -2.4206 -2.0127 -1.0701
N -1.2190 -1.4794 -1.6653
C -1.1337 -0.2033 -2.0604
O -2.0686 0.5781 -2.0667
C 0.2804 0.2088 -2.5013
N 1.1580 0.4070 -1.3707
C 1.9087 -0.5791 -0.8465
N 2.7442 -0.2722 0.1721
C 3.0812 1.0856 0.5422
H 2.8811 1.7534 -0.2972
C 2.3495 1.5707 1.7991
H 2.5267 0.8655 2.6132
H 2.7838 2.5248 2.0995
C 0.8365 1.7076 1.6299
N 0.4396 2.4996 0.4696
C -1.0191 2.5491 0.3746
C -1.4501 3.3671 -0.8406
O -0.9236 4.6745 -0.7998
C 0.4764 4.6268 -0.7264
C 0.9458 3.8682 0.5163
H 0.5803 4.3907 1.4157
H 2.0361 3.8596 0.5321
H 0.8855 4.1361 -1.6244
H 0.8231 5.6612 -0.6919
H -1.1299 2.8574 -1.7580
H -2.5353 3.4647 -0.8564
H -1.4496 2.9981 1.2847
H -1.4057 1.5349 0.2684
H 0.3983 0.7125 1.5015
H 0.4217 2.1359 2.5584
H 4.1580 1.1151 0.7395
C 3.5310 -1.3105 0.8205
C 4.9075 -1.4179 0.2495
C 5.3049 -2.0700 -0.8752
C 6.6862 -1.9313 -1.1383
C 7.3226 -1.1730 -0.2121
S 6.2485 -0.6076 1.0044
H 8.3591 -0.9054 -0.1588
H 7.1811 -2.3819 -1.9797
H 4.6296 -2.6355 -1.4915
H 3.5843 -1.0813 1.8880
H 3.0075 -2.2603 0.6808
S 1.8366 -2.1417 -1.4423
H 0.9759 1.2510 -0.8150
H 0.7046 -0.5649 -3.1466
H 0.2109 1.1499 -3.0514
H -0.3593 -2.0250 -1.6135
H -2.4895 -3.0717 -1.3197
H -3.2639 -1.4775 -1.5103
H -2.0498 -0.7654 0.6270
H -1.6778 -2.4674 0.9145
C -4.7596 -1.1222 0.7084
H -5.1351 -1.4404 -0.2780
H -5.5698 -1.2693 1.4298
C -4.4161 0.3630 0.6475
H -3.9438 0.6754 1.5757
H -5.3296 0.9371 0.5132
H -3.7543 0.5866 -0.1854
H -4.7717 -3.1695 2.3658
H -3.1332 -3.7341 2.0260
H -3.8270 -4.4279 -0.2594

Mulliken population analysis, charges in e, atoms 1 to 6: -0.98, 0.28, 0.42, -0.67, 0.15, -0.34


No. 7
Computed, not measured: a structure of composition C21H38F4MnN5Si4Te in a non-equilibrium geometry, with ωB97M-V/def2-TZVPD.

E, eV: -110842.5402
Spin multiplicity: 6
F_max, eV/Å: 3.52
LUMO (spin up / spin down), eV: 2.43 / 2.42
Charge: -1

Positions of all 74 atoms, in Å:
Mn 2.0362 0.1672 0.4183
C 4.7801 1.0282 -0.9586
N 3.5559 1.6946 -0.5129
C 3.0027 2.6374 -1.4726
C 3.8297 2.3919 0.7428
C 4.1365 1.5533 1.9752
N 3.0910 0.5406 2.1368
C 3.2328 -0.3984 3.0718
C 2.4907 -1.5656 2.9639
F 1.6879 -1.7105 1.8129
C 2.5537 -2.6049 3.8663
F 1.7476 -3.6466 3.6059
C 3.3379 -2.4924 4.9761
C 4.0624 -1.3745 5.1405
F 4.7441 -1.2179 6.2963
C 4.0628 -0.3411 4.2801
F 4.7961 0.7869 4.4985
H 5.4787 1.8170 -1.2371
H 4.5403 0.3827 -1.7936
H 5.1715 0.3912 -0.1807
H 3.7510 3.3796 -1.7253
H 2.1846 3.1693 -0.9556
H 2.5779 2.0466 -2.3584
H 2.9164 2.9587 0.8842
H 4.6695 3.1292 0.4727
H 4.2180 2.1809 2.8426
H 5.0954 1.0189 1.8402
H 3.3661 -3.1476 5.8054
N 3.4250 -5.1952 -1.1792
C 2.5698 -4.4453 -1.2475
N 1.5857 -3.6016 -1.4557
C 1.7981 -2.3244 -1.2953
N 1.8525 -1.1744 -1.1988
C -5.3242 1.6979 -1.1658
Si -3.7106 1.8779 -0.2447
C -4.0890 2.0333 1.5973
C -3.1111 3.6220 -0.8419
Si -1.9965 0.2117 -0.5808
Te -0.3242 1.4524 0.7545
Si -1.4552 -0.0281 -2.8933
C 0.0299 1.0251 -3.2212
C -1.2318 -1.8097 -3.4443
C -3.0016 0.5949 -4.0065
Si -2.7250 -1.7653 0.4558
C -1.3042 -2.9803 0.3407
C -4.1285 -2.2455 -0.6346
C -3.1613 -1.4838 2.2921
H -5.1002 1.5412 -2.2722
H -5.9334 2.5845 -1.0729
H -5.9267 0.8283 -0.7506
H -4.3015 3.0882 1.7772
H -3.2607 1.6236 2.2852
H -5.0114 1.4301 1.6926
H -3.9181 4.3220 -0.5326
H -2.9522 3.6925 -1.8776
H -2.1875 3.9472 -0.2989
H 0.2201 1.1296 -4.2968
H 0.9363 0.6227 -2.7447
H -0.0424 2.0151 -2.7974
H -0.3397 -2.2089 -3.0026
H -0.8980 -1.7772 -4.4933
H -2.0423 -2.5319 -3.3251
H -3.1423 1.7152 -4.1691
H -4.0212 0.2985 -3.6649
H -3.0031 0.0826 -4.9606
H -0.9102 -3.0109 -0.6708
H -1.6033 -3.9501 0.5828
H -0.6533 -2.5464 1.0258
H -3.6795 -2.3045 -1.6217
H -4.8782 -1.4016 -0.6664
H -4.5420 -3.2600 -0.4889
H -2.2774 -1.0051 2.7709
H -3.3195 -2.3975 2.8190
H -4.0273 -0.7636 2.2872

Mulliken population analysis, charges in e, atoms 1 to 6: 0.22, -1.24, 0.75, -1.10, -1.16, -0.45